Molecular formula: C5H10
Method: DFT, wB97M-V/def2-TZVPD

Values from the calculation:
Energy above the lowest of the compared OMol25 structures with the same formula, charge and spin   5.310 eV
HOMO energy   -0.3026 hartree
Charge   0
E_LUMO   0.0224 Eh
E_tot   -5341.956 eV

```
15
Properties=species:S:1:pos:R:3:forces:R:3:nbo_charge:R:1
C 2.101 -0.014 0.031 -0.0306 0.0188 -0.0580 -0.780
C 1.250 1.074 0.561 0.2386 -0.3008 0.1318 -0.058
C -0.878 -0.631 0.381 0.0068 -0.1928 0.1238 -0.416
C -2.025 -0.392 -0.541 -0.2755 -0.1430 -0.0714 -0.423
C -0.934 0.632 -0.469 0.1292 0.3163 -0.0623 -0.433
H 3.058 0.394 0.413 0.0941 -0.0374 -0.0059 0.276
H 2.009 -1.045 0.405 -0.0141 0.2369 0.0100 0.189
H 2.195 -0.014 -1.062 0.0545 0.0768 0.2013 0.218
H 0.896 0.753 1.562 0.2086 0.0978 -0.0861 0.092
H -0.160 -1.405 0.122 -0.1831 0.1960 -0.0467 0.215
H -1.047 -0.543 1.452 -0.0307 0.0640 -0.2355 0.219
H -2.981 -0.125 -0.103 0.1005 -0.1002 -0.1019 0.215
H -2.072 -0.985 -1.449 -0.0823 0.0504 0.1574 0.214
H -1.144 1.578 0.018 -0.0409 -0.2110 -0.0832 0.240
H -0.270 0.724 -1.322 -0.1750 -0.0718 0.1267 0.232
```
Forces are in eV/Å.

---

Molecular formula: C20H33N5O4
Method: DFT, wB97M-V/def2-TZVPD

Values from the calculation:
Energy above the lowest of the compared OMol25 structures with the same formula, charge and spin   0.258 eV
HOMO energy   -0.3348 hartree
Charge   0
Structure (SMILES)   CCO[C@H]1CCN(C(=O)CO[C@H]2C[C@@H](NC(=O)CCc3ncnn3C)C2)C[C@@H]1C
E_LUMO   0.0192 Eh
E_tot   -36916.281 eV

```
62
Properties=species:S:1:pos:R:3:forces:R:3:nbo_charge:R:1
C 6.769 0.075 -2.524 0.0003 -0.0013 -0.0005 -0.619
C 5.999 -1.017 -1.818 -0.0006 0.0003 0.0019 -0.056
O 4.618 -0.723 -1.924 0.0008 -0.0014 0.0003 -0.543
C 3.759 -1.741 -1.451 0.0002 0.0007 0.0005 0.112
C 3.737 -1.802 0.076 0.0025 -0.0027 -0.0021 -0.440
C 2.685 -2.789 0.567 0.0009 0.0040 0.0006 -0.208
N 1.380 -2.438 0.021 -0.0011 -0.0090 -0.0012 -0.427
C 0.360 -1.826 0.668 -0.2576 -0.0719 0.0027 0.669
O -0.605 -1.367 0.065 0.0013 -0.0044 -0.0004 -0.667
C 0.350 -1.757 2.197 0.4280 0.0933 0.1161 -0.148
O -0.051 -0.505 2.683 -0.2976 0.0522 -0.3851 -0.517
C 0.851 0.575 2.489 0.1280 -0.0653 0.2640 0.095
C 1.041 1.111 1.044 -0.0025 -0.0043 0.0001 -0.449
C -0.150 2.059 1.277 0.0018 0.0006 -0.0012 -0.026
N -1.371 1.462 0.783 -0.0080 -0.0030 0.0082 -0.627
C -2.552 2.093 0.931 0.0028 0.0049 -0.0068 0.682
O -2.645 3.229 1.377 -0.0011 -0.0013 0.0013 -0.657
C -3.782 1.303 0.525 -0.0006 -0.0003 -0.0014 -0.481
C -4.733 2.162 -0.317 -0.0014 -0.0025 0.0019 -0.452
C -6.138 1.674 -0.257 0.0038 -0.0039 0.0061 0.368
N -6.755 0.936 -1.161 -0.0004 -0.0042 -0.0009 -0.498
C -7.979 0.741 -0.609 -0.0011 0.0056 -0.0038 0.136
N -8.155 1.304 0.565 0.0014 -0.0040 0.0022 -0.299
N -6.962 1.901 0.782 -0.0040 0.0076 -0.0057 -0.185
C -6.734 2.665 1.989 0.0011 -0.0007 0.0015 -0.412
C 0.073 1.866 2.799 0.0063 0.0055 0.0017 -0.420
C 1.367 -2.468 -1.438 -0.0021 0.0048 0.0054 -0.226
C 2.369 -1.472 -2.020 0.0046 0.0046 -0.0071 -0.232
C 2.361 -1.535 -3.540 -0.0018 -0.0003 0.0027 -0.608
H 7.841 -0.117 -2.463 0.0001 0.0007 0.0003 0.212
H 6.483 0.125 -3.574 0.0005 0.0002 -0.0001 0.213
H 6.564 1.042 -2.065 -0.0003 0.0001 0.0001 0.214
H 6.202 -1.994 -2.276 -0.0003 0.0003 -0.0008 0.161
H 6.303 -1.075 -0.766 0.0004 0.0003 -0.0004 0.159
H 4.105 -2.715 -1.838 -0.0018 -0.0016 0.0004 0.159
H 4.715 -2.095 0.462 -0.0002 0.0007 -0.0001 0.216
H 3.511 -0.802 0.460 -0.0014 -0.0007 0.0015 0.213
H 2.928 -3.799 0.220 0.0006 -0.0007 0.0002 0.197
H 2.662 -2.827 1.650 -0.0005 -0.0005 0.0005 0.215
H -0.403 -2.474 2.528 -0.0005 -0.0015 -0.0016 0.223
H 1.305 -2.039 2.647 -0.0010 -0.0016 0.0012 0.166
H 1.772 0.376 3.050 0.0005 0.0029 -0.0006 0.165
H 1.974 1.674 1.003 -0.0006 0.0017 0.0004 0.220
H 0.992 0.444 0.189 0.0011 -0.0001 -0.0002 0.219
H -0.071 3.078 0.904 -0.0006 0.0000 -0.0001 0.214
H -1.354 0.477 0.540 0.0033 0.0018 -0.0012 0.439
H -3.517 0.384 0.001 -0.0015 -0.0006 0.0005 0.225
H -4.273 1.010 1.457 0.0010 0.0007 0.0016 0.224
H -4.673 3.190 0.041 0.0018 0.0004 -0.0010 0.244
H -4.423 2.156 -1.361 0.0002 0.0025 -0.0004 0.240
H -8.760 0.171 -1.085 -0.0006 -0.0001 0.0002 0.194
H -5.698 2.995 2.016 -0.0006 0.0011 -0.0008 0.227
H -7.391 3.534 2.009 -0.0020 -0.0022 -0.0002 0.214
H -6.940 2.043 2.857 0.0030 -0.0002 0.0012 0.217
H -0.813 1.744 3.417 -0.0016 -0.0025 -0.0029 0.231
H 0.716 2.643 3.212 -0.0006 -0.0010 0.0020 0.214
H 1.625 -3.483 -1.759 0.0011 -0.0007 0.0008 0.191
H 0.361 -2.244 -1.778 -0.0007 -0.0025 -0.0016 0.253
H 2.075 -0.466 -1.698 -0.0037 -0.0010 0.0010 0.211
H 2.638 -2.536 -3.885 0.0007 0.0004 -0.0009 0.199
H 1.368 -1.309 -3.932 0.0001 0.0006 0.0003 0.215
H 3.068 -0.824 -3.960 0.0003 -0.0005 -0.0004 0.231
```
Forces are in eV/Å.

---

Molecular formula: C2H5ClN2S
Method: DFT, wB97M-V/def2-TZVPD

Values from the calculation:
Energy above the lowest of the compared OMol25 structures with the same formula, charge and spin   2.460 eV
HOMO energy (spin up / spin down)   -0.2956 / -0.2956 hartree
Charge   0
Structure (SMILES)   N/C=C/Cl.N=S
E_LUMO (spin up / spin down)   -0.0410 / -0.0409 Eh
E_tot   -28490.046 eV

```
11
Properties=species:S:1:pos:R:3:forces:R:3:nbo_charge:R:1
N -1.915 2.031 0.221 0.2027 -0.0596 -0.6545 -0.794
C -2.119 0.697 0.455 1.2233 -1.4018 -3.5453 0.010
C -1.893 -0.292 -0.478 0.1922 2.8593 1.0808 -0.377
Cl -1.719 -1.890 -0.012 -0.1931 -1.8636 0.6319 -0.003
H -2.160 2.664 0.918 -0.5048 0.8032 1.4585 0.376
H -2.108 2.443 -0.661 0.0457 -0.2104 -0.8607 0.382
H -2.296 0.455 1.447 -0.4368 -0.6215 1.7339 0.195
H -1.467 -0.144 -1.468 -0.4748 0.4992 0.1629 0.211
N 2.492 -1.263 -0.133 0.8574 -0.5583 -0.8612 -0.720
S 2.608 -2.729 -0.662 -0.1277 0.6107 0.2842 0.379
H 1.725 -1.158 0.505 -0.7840 -0.0572 0.5695 0.341
```
Forces are in eV/Å.